No. 1
C3H9N3O as an isolated structure at a distorted geometry, computed with wB97M-V/def2-TZVPD.

Cartesian coordinates (Å):
1 C -0.71799 0.49486 0.19495
2 C 1.36881 0.38465 1.96571
3 N 0.67968 1.14719 0.93593
4 C 0.45288 0.29922 -0.67596
5 N -1.84343 -1.17136 -1.65843
6 O -0.77330 -0.23642 -1.95959
7 N 1.31371 -0.49675 -1.12235
8 H 0.58166 2.13470 1.14891
9 H -1.37236 -2.07807 -1.65038
10 H -2.39493 -1.13592 -2.51572
11 H 0.43776 -0.81443 -2.09040
12 H -1.08554 -0.34624 0.77764
13 H -1.36590 1.32744 -0.06826
14 H 2.38262 0.76374 2.12744
15 H 1.50440 -0.65842 1.67328
16 H 0.83192 0.38581 2.91725

Cartesian forces (eV/Å) of the 3 atoms listed first:
4.700 2.342 1.888
-0.141 -0.193 0.285
-1.392 -0.116 0.327

Summary:
Multiplicity = 1
E = -358.9274 hartree
HOMO level = -0.29933 Eh

=====

No. 2
A 2-piece molecular cluster, C3H9N3O overall at a distorted geometry, computed with wB97M-V/def2-TZVPD.

Cartesian coordinates (Å):
1 C -3.38020 -0.44919 0.56457
2 C -1.37574 0.12850 -0.72325
3 C -0.57370 1.17911 0.02822
4 N -2.42058 -0.27414 -0.03797
5 N 1.25986 -0.52437 0.65745
6 N 2.49132 0.14103 0.25357
7 O 1.00582 -1.39709 -0.45156
8 H -4.13472 -0.82579 1.24248
9 H -1.75654 0.58184 -1.77842
10 H -0.64426 -0.86530 -0.85554
11 H 0.23178 1.82473 -0.34555
12 H -0.93584 1.49295 0.92491
13 H 2.77391 0.83106 0.90454
14 H 2.64148 0.71054 -0.66267
15 H 3.39840 -0.34182 0.44015
16 H 1.41899 -2.21206 -0.16095

Cartesian forces (eV/Å) of the 3 atoms listed first:
1.455 -0.606 -0.314
5.348 0.806 -4.547
-0.050 0.000 -2.195

Summary:
Multiplicity = 3
Total charge = +2
E = -358.2296 hartree
HOMO level (alpha / beta) = -0.60168 / -0.74840 Eh

=====

No. 3
A 2-piece molecular cluster, C3H9N3O3P overall at a distorted geometry, computed with wB97M-V/def2-TZVPD.

Cartesian coordinates (Å):
1 C 0.97065 -0.75939 1.12943
2 C -1.16480 -0.01365 1.49276
3 C -2.14988 0.39528 -1.05819
4 N 1.72473 -1.90166 0.87185
5 N 1.59439 0.50017 1.11246
6 N -0.32143 -1.03179 1.35689
7 O -0.25687 1.30985 -2.83336
8 O 0.07109 1.89954 -0.43127
9 O 0.39954 -0.53241 -1.19713
10 P -0.42070 0.72582 -1.26545
11 H -2.16012 -0.47546 1.73572
12 H -0.69972 0.85171 1.95313
13 H -2.45725 -0.69235 -0.92751
14 H -2.97580 1.12638 -0.92389
15 H 2.59948 -1.58330 0.29766
16 H 1.21198 -2.67512 0.56100
17 H 2.49205 0.50757 0.54995
18 H 0.95174 1.26594 0.65529
19 H 0.59090 1.08287 -3.07933

Cartesian forces (eV/Å) of the 3 atoms listed first:
-0.112 -0.091 -0.892
-1.050 -1.790 0.627
-0.326 -1.245 1.392

Summary:
Multiplicity = 1
Total charge = -1
E = -851.0957 hartree
HOMO level (alpha / beta) = -0.08984 / -0.13804 Eh

=====

No. 4
A 3-piece molecular cluster, C3H9N3O6 overall at a distorted geometry, computed with wB97M-V/def2-TZVPD.

Cartesian coordinates (Å):
1 C -2.90817 -0.67138 -4.96812
2 N -3.79451 0.15230 -5.82682
3 O -3.44880 0.33861 -6.96858
4 O -4.71049 0.69908 -5.22453
5 H -1.89751 -0.71449 -5.37410
6 H -3.32666 -1.67024 -5.09155
7 H -2.91404 -0.45184 -3.90048
8 C 3.89394 -1.61943 3.77465
9 N 4.62996 -0.35585 3.98279
10 O 3.97334 0.69244 3.80463
11 O 5.83982 -0.42569 4.10277
12 H 4.30992 -2.46724 4.31897
13 H 3.79743 -1.85725 2.71529
14 H 2.90295 -1.42469 4.18465
15 C -0.71788 1.36353 2.12352
16 N -1.17783 1.37972 0.71237
17 O -0.57843 0.62132 -0.06549
18 O -2.01998 2.16944 0.37419
19 H 0.12253 2.05627 2.16722
20 H -0.43154 0.37487 2.48224
21 H -1.54401 1.81062 2.67644

Cartesian forces (eV/Å) of the 3 atoms listed first:
0.280 -1.707 -0.257
0.786 1.657 1.884
-0.547 -0.252 -0.276

Summary:
Multiplicity = 1
E = -735.1031 hartree
Structure (SMILES) = C[N+](=O)[O-].C[N+](=O)[O-].C[N+](=O)[O-]
HOMO level = -0.40999 Eh

=====

No. 5
C3H9N4 as an isolated structure at a distorted geometry, computed with wB97M-V/def2-TZVPD.

Cartesian coordinates (Å):
1 C 3.32414 -0.29166 0.29905
2 C -1.32207 -0.69272 0.73614
3 C -2.51542 0.86992 -0.75507
4 N 1.98873 -0.40673 0.10874
5 N 1.20679 0.16998 -0.55665
6 N 0.15785 0.50089 -0.92276
7 N -1.44254 0.60333 0.09615
8 H 3.86969 -1.22956 -0.07561
9 H 3.36141 -0.20711 1.33503
10 H 3.71446 0.64123 -0.14305
11 H -1.52997 -1.55168 0.06366
12 H -2.10183 -0.60548 1.44695
13 H -0.34867 -0.97756 1.09043
14 H -2.18168 1.60654 -1.48966
15 H -3.23356 1.57794 -0.11770
16 H -2.94732 -0.00731 -1.11564

Cartesian forces (eV/Å) of the 3 atoms listed first:
3.608 -0.064 -1.425
-0.091 -0.820 -2.824
-0.214 2.289 1.131

Summary:
Multiplicity = 1
Total charge = +1
E = -338.2341 hartree
HOMO level (alpha / beta) = -0.51986 / -0.51984 Eh

=====

No. 6
A 2-piece molecular cluster, C3H9N4 overall at a distorted geometry, computed with wB97M-V/def2-TZVPD.

Cartesian coordinates (Å):
1 C 1.04365 -0.00117 -1.52637
2 C -1.29340 -0.35817 -2.42625
3 C -0.59444 0.22865 2.05201
4 N 1.66542 0.30764 -0.46689
5 N -0.37053 0.82278 0.95396
6 N -0.26423 0.04891 -1.83898
7 N 0.21704 -0.74327 2.47931
8 H 1.56082 -0.37120 -2.44621
9 H -2.06400 0.22972 -2.87663
10 H -1.63888 -1.37766 -2.37800
11 H -1.49451 0.47829 2.52473
12 H 2.63852 0.61502 -0.38578
13 H 0.61940 0.56687 0.41097
14 H -1.05824 1.57985 0.56923
15 H 1.09794 -0.85811 1.97903
16 H -0.06456 -1.16816 3.37588

Cartesian forces (eV/Å) of the 3 atoms listed first:
0.399 -1.228 -3.154
0.040 -1.014 1.257
0.451 -0.895 -0.478

Summary:
Multiplicity = 1
Total charge = +1
E = -338.4337 hartree
HOMO level = -0.49736 Eh

=====

No. 7
A 2-piece molecular cluster, C3H9N4 overall at a distorted geometry, computed with wB97M-V/def2-TZVPD.

Cartesian coordinates (Å):
1 C -1.87067 1.04651 0.89883
2 C 0.11744 1.60865 0.25084
3 C 0.98029 -1.35461 -0.52059
4 N -0.98543 1.85104 1.27343
5 N -1.61666 0.24639 -0.14578
6 N 1.37279 -1.32598 0.75270
7 N -0.38344 0.46191 -0.72467
8 H -2.72434 0.68717 1.43125
9 H 0.44107 2.51459 -0.33784
10 H 0.93431 1.44571 0.83025
11 H 0.20618 -2.02364 -0.71859
12 H 1.60220 -0.93216 -1.25333
13 H -2.24117 -0.44442 -0.53776
14 H 2.14541 -0.75885 1.15461
15 H 1.10861 -1.96689 1.60264
16 H -0.59998 0.90173 -1.67255

Cartesian forces (eV/Å) of the 3 atoms listed first:
-0.755 -1.222 0.956
-2.705 1.964 -1.644
0.518 1.030 3.654

Summary:
Multiplicity = 1
Total charge = +1
E = -338.3703 hartree
HOMO level = -0.46199 Eh

=====

No. 8
C3H9N4 as an isolated structure at a distorted geometry, computed with wB97M-V/def2-TZVPD.

Cartesian coordinates (Å):
1 C 1.85576 0.79462 0.12497
2 C -2.03469 0.49103 -1.25030
3 C -1.01835 -0.50770 0.61912
4 N 2.61882 -0.04817 -0.30272
5 N -1.11561 0.44478 -0.34068
6 N 1.00612 1.72418 0.02904
7 N 3.45674 -0.93488 0.25754
8 H -1.92710 1.11511 -2.04515
9 H -2.76915 -0.25760 -1.08664
10 H -0.35952 -0.11532 1.49876
11 H -1.87117 -1.15973 0.83903
12 H -0.31860 -1.26604 0.29777
13 H 1.34508 2.61952 0.06737
14 H -0.20900 1.16819 -0.19038
15 H 3.80066 -1.71992 -0.33450
16 H 3.24728 -1.13344 1.21408

Cartesian forces (eV/Å) of the 3 atoms listed first:
1.066 -0.042 -2.420
2.016 -1.973 3.966
1.987 -2.624 3.834

Summary:
Multiplicity = 1
Total charge = +1
E = -338.3594 hartree
HOMO level = -0.48802 Eh

=====

No. 9
An isolated ion of composition C3H9N4 and charge +1 at a distorted geometry, computed with wB97M-V/def2-TZVPD.

Cartesian coordinates (Å):
1 C 0.40040 -1.38714 0.32815
2 C 0.18967 -1.13062 -0.99642
3 C -0.79121 1.16532 -0.59618
4 N -0.11226 -0.71048 1.33408
5 N 0.02951 2.24399 -0.64698
6 N 0.44017 -0.72524 2.53793
7 N -0.50330 0.08517 -1.50546
8 H 1.04779 -2.24377 0.51865
9 H 0.31601 -1.89448 -1.74294
10 H -1.14959 0.84652 0.37685
11 H -0.16090 3.01481 -0.02947
12 H 0.65354 2.41532 -1.42046
13 H 1.25280 -1.30489 2.73091
14 H -0.21812 -0.56780 3.28553
15 H 0.01778 0.44929 -2.31817
16 H -1.41231 -0.25600 -1.85601

Cartesian forces (eV/Å) of the 3 atoms listed first:
0.724 -0.412 -0.750
0.030 -0.059 0.443
-0.536 0.456 0.896

Summary:
Multiplicity = 1
Total charge = +1
E = -338.3381 hartree
HOMO level (alpha / beta) = -0.43878 / -0.41302 Eh

=====

No. 10
A 2-piece molecular cluster, C3H9N5 overall at a distorted geometry, computed with wB97M-V/def2-TZVPD.

Cartesian coordinates (Å):
1 C 0.79686 -1.67680 -0.30437
2 C -1.75730 0.47610 -0.24023
3 C 0.57811 1.40327 0.18027
4 N -0.44442 -1.53295 -0.00444
5 N 1.79883 -0.79387 -0.23505
6 N -0.55867 1.11339 -0.68338
7 N -1.47133 -0.94630 0.09208
8 N 1.73140 0.49869 0.19883
9 H 0.94468 -2.78134 -0.59248
10 H -2.39350 0.60329 0.73888
11 H -2.45752 0.63599 -0.96821
12 H 1.12731 2.41472 0.03803
13 H 0.09083 1.65001 1.12712
14 H 2.76501 -1.27004 -0.38984
15 H -0.63090 1.73645 -1.45271
16 H -2.52914 -2.46426 1.70600
17 H 2.40974 0.93363 0.78950

Cartesian forces (eV/Å) of the 3 atoms listed first:
2.044 -2.228 -1.492
1.424 1.034 2.441
-1.181 2.140 0.027

Summary:
Multiplicity = 1
Total charge = +2
E = -392.4736 hartree
HOMO level (alpha / beta) = -0.65475 / -0.69609 Eh

=====

No. 11
An isolated ion of composition C3H9N5O3 and charge +2 at a distorted geometry, computed with wB97M-V/def2-TZVPD.

Cartesian coordinates (Å):
1 N -2.60592 0.46078 -1.29746
2 C -1.34439 1.07896 -0.81818
3 C -0.62742 0.04037 0.05314
4 N -1.09224 -1.36644 -0.58049
5 O -0.41162 -2.28859 -0.33440
6 C 0.90841 0.27142 0.18183
7 N 1.64710 0.22445 -0.84690
8 O 2.86007 0.47613 -0.89321
9 N 1.86117 0.49371 1.24900
10 N 2.01308 -1.07174 1.87208
11 O 2.90943 0.95250 0.89588
12 H -3.28587 1.11841 -1.77329
13 H -3.04631 -0.09815 -0.66425
14 H -2.40431 -0.06738 -2.27103
15 H -0.82782 1.48597 -1.80199
16 H -1.68041 2.02696 -0.23931
17 H -1.08740 0.25365 1.10526
18 H 1.82149 -1.02800 2.86323
19 H 3.02287 -1.21670 1.89045
20 H 1.37010 -1.74631 1.40964

Cartesian forces (eV/Å) of the 3 atoms listed first:
0.665 1.690 -7.315
0.149 3.191 -1.310
0.645 1.167 2.099

Summary:
Multiplicity = 1
Total charge = +2
E = -618.2118 hartree
Structure (SMILES) = [NH3+]C[C@@H](N=O)/C(=N/[O-])[N+]([NH3+])=O
HOMO level (alpha / beta) = -0.65634 / -0.65632 Eh

=====

No. 12
A 2-piece molecular cluster, C3H9NO overall at a distorted geometry, computed with wB97M-V/def2-TZVPD.

Cartesian coordinates (Å):
1 C 2.63166 -1.57685 -0.81022
2 C 1.67595 -0.41037 -0.67746
3 C 0.35978 -0.52901 -0.87194
4 N -0.58865 0.45648 -0.46067
5 H 3.66175 -1.29088 -0.60139
6 H 2.36088 -2.35991 -0.09551
7 H 2.61016 -1.98750 -1.81619
8 H 2.06559 0.57812 -0.47150
9 H -0.14000 -1.46821 -1.08020
10 H -1.18341 0.79136 -1.21103
11 H -0.12501 1.25506 -0.02836
12 H -2.96184 1.87060 1.57320
13 H -2.84385 1.40564 3.02896
14 O -3.48861 1.68520 2.36854

Cartesian forces (eV/Å) of the 3 atoms listed first:
-0.231 0.232 0.284
-0.106 -0.387 -0.477
-0.674 0.873 1.128

Summary:
Multiplicity = 2
Total charge = -1
E = -249.6212 hartree
HOMO level (alpha / beta) = 0.04421 / -0.17063 Eh

=====

No. 13
A 2-piece molecular cluster, C3H9NO overall, computed with wB97M-V/def2-TZVPD.

Cartesian coordinates (Å):
1 C 0.80454 -3.01243 3.33347
2 O 0.17235 -2.72700 2.10755
3 H 1.81565 -2.61434 3.27066
4 H 0.84305 -4.08413 3.53263
5 H 0.31802 -2.53782 4.18857
6 C -0.45635 2.54285 -2.58216
7 C -0.75490 2.77791 -1.30505
8 N -0.07415 1.36836 -3.17456
9 H -0.53202 3.36017 -3.27813
10 H -1.10679 3.77027 -1.07072
11 H -0.55867 2.14788 -0.44471
12 H 0.15008 0.54803 -2.64204
13 H -0.77518 -2.91335 2.21236
14 H 0.15434 1.37361 -4.14785

Cartesian forces (eV/Å) of the 3 atoms listed first:
-0.009 0.150 -0.103
-0.090 -0.015 0.013
0.120 -0.072 0.017

Summary:
Multiplicity = 2
Total charge = -1
E = -249.5992 hartree
HOMO level (alpha / beta) = 0.04999 / -0.20119 Eh

=====

No. 14
A 2-piece molecular cluster, C3H9NO overall at a distorted geometry, computed with wB97M-V/def2-TZVPD.

Cartesian coordinates (Å):
1 C 2.08094 -1.20235 -0.48055
2 C 0.67591 -0.58673 -0.47043
3 C 0.66083 0.74427 -0.18713
4 N -0.45042 1.58809 0.07400
5 H 2.08354 -1.87827 0.36662
6 H 2.90427 -0.50058 -0.61870
7 H 2.31189 -1.84009 -1.34842
8 H 0.01672 -1.07775 -1.19589
9 H 1.48144 1.27680 -0.64912
10 H -0.76326 1.93105 -0.82343
11 H -1.07497 1.33394 0.81525
12 O -2.44710 -0.42181 1.02841
13 H -1.82145 -1.07954 0.73581
14 H -2.41536 0.29640 0.41373

Cartesian forces (eV/Å) of the 3 atoms listed first:
-0.664 -0.611 -1.472
1.986 1.057 -1.192
-1.121 -0.881 -1.253

Summary:
Multiplicity = 1
E = -249.6005 hartree
Structure (SMILES) = C/C=C/N.O
HOMO level = -0.31030 Eh

=====

No. 15
A 2-piece molecular cluster, C3H9NO overall at a distorted geometry, computed with wB97M-V/def2-TZVPD.

Cartesian coordinates (Å):
1 C 1.68022 0.58483 -1.69964
2 C 2.66377 0.62125 -0.80892
3 H 1.81731 0.44063 -2.76461
4 H 0.64498 0.53526 -1.37947
5 H 3.67365 0.83856 -1.13462
6 H 2.45312 0.53040 0.24749
7 N -1.72068 -0.88976 1.93112
8 C -1.20052 -0.24760 0.77841
9 O -1.88801 -0.32520 -0.51278
10 H -1.44697 -1.84464 2.11001
11 H -2.70491 -0.72295 2.06501
12 H -0.20619 -0.65834 0.61477
13 H -1.16168 0.82684 0.95575
14 H -2.60409 0.31072 -0.40250

Cartesian forces (eV/Å) of the 3 atoms listed first:
-0.371 -0.672 0.296
-0.206 0.450 -0.567
0.291 0.619 -0.037

Summary:
Multiplicity = 1
E = -249.6401 hartree
Structure (SMILES) = C=C.NCO
HOMO level = -0.35871 Eh

=====

No. 16
A single C3H9NO molecule at a distorted geometry, computed with wB97M-V/def2-TZVPD.

Cartesian coordinates (Å):
1 C -0.48034 -0.76929 -1.14844
2 C -0.17447 0.38403 -0.20896
3 N 0.70741 1.34630 -0.87712
4 C 0.33909 -0.18019 1.15264
5 O -0.62291 -0.98149 1.83863
6 H 0.44889 -1.26581 -1.43070
7 H -0.98536 -0.38372 -2.05238
8 H -1.10659 -1.53338 -0.67892
9 H -1.11504 0.94621 0.02862
10 H 1.67444 0.94818 -0.99077
11 H 0.84960 2.15636 -0.25024
12 H 0.75146 0.66798 1.74216
13 H 1.19199 -0.83683 0.96383
14 H -1.47817 -0.49836 1.91165

Cartesian forces (eV/Å) of the 3 atoms listed first:
-0.431 0.193 -0.387
-0.579 -0.173 0.720
1.423 0.017 0.831

Summary:
Multiplicity = 1
E = -249.6827 hartree
Structure (SMILES) = C[C@H](N)CO
HOMO level = -0.34794 Eh